This record from the OMol25 dataset describes a structure of composition C35H52AsOP3SV. The level of theory is ωB97M-V with the def2-TZVPD basis set.

Its multiplicity is 3. The value obtained for the HOMO-LUMO gap (alpha / beta) is 5.1 / 4.3 eV. The energy above the lowest of the compared OMol25 structures with the same formula, charge and spin is 11.9 kcal per mole. The HOMO energy (alpha / beta) is -15.7 / -15.7 eV. As for the charge: +3. The calculation puts the calculated total energy at -6041.09699 Ha.

Last column: Löwdin charge in e.
CARTESIAN COORDINATES (ANGSTROEM)
V -0.08 0.69 -0.81  0.2576
P -0.78 2.53 0.42  0.7516
P -2.32 0.07 -1.30  0.7675
P 2.14 1.66 -1.01  0.7654
H -0.14 -1.90 -9.68  0.0671
C 0.88 -2.12 -9.34  -0.0963
C 1.20 -3.31 -8.81  -0.0791
H 0.46 -4.10 -8.68  0.0676
C -1.24 4.02 -0.54  -0.2054
C -2.24 2.35 1.51  -0.2176
C 0.35 3.22 1.69  -0.2207
C -2.50 -1.40 -2.38  -0.2472
C -3.55 -0.34 0.00  -0.2133
C -3.16 1.36 -2.29  -0.2283
C 3.30 0.86 -2.17  -0.2527
C 3.21 1.73 0.48  -0.2103
C 2.17 3.39 -1.61  -0.2294
H 1.63 -1.34 -9.51  0.0666
H 2.23 -3.55 -8.52  0.0675
H -1.53 4.81 0.17  0.0810
H -2.09 3.79 -1.19  0.0408
H -0.40 4.36 -1.15  0.0398
H -2.32 3.23 2.16  0.0800
H -2.10 1.47 2.16  0.0270
H -3.17 2.24 0.94  0.0508
H -0.20 3.96 2.29  0.0788
H 1.22 3.71 1.24  0.0412
H 0.68 2.42 2.37  0.0293
H -3.56 -1.70 -2.44  0.0795
H -1.91 -2.23 -1.98  0.0466
H -2.12 -1.19 -3.39  0.0461
H -4.48 0.22 -0.16  0.0803
H -3.14 -0.12 0.99  0.0209
H -3.77 -1.42 -0.03  0.0593
H -4.01 0.92 -2.82  0.0767
H -2.45 1.77 -3.02  0.0469
H -3.51 2.18 -1.66  0.0439
H 4.26 1.40 -2.16  0.0799
H 2.90 0.86 -3.19  0.0425
H 3.47 -0.18 -1.88  0.0495
H 4.05 2.40 0.30  0.0856
H 3.58 0.71 0.68  0.0536
H 2.64 2.07 1.35  0.0238
H 3.18 3.62 -1.97  0.0749
H 1.91 4.10 -0.81  0.0433
H 1.46 3.51 -2.44  0.0494
C 0.53 -0.73 -3.95  -0.6114
C 0.41 0.57 -4.49  -0.0978
C 0.14 0.75 -5.84  -0.0087
C 0.06 -0.35 -6.69  0.0227
C 0.20 -1.64 -6.17  -0.0115
C 0.45 -1.84 -4.82  -0.0573
S 0.77 -1.10 -2.28  0.8290
H -0.19 1.34 -2.12  -0.0646
H 0.51 1.44 -3.85  0.0740
H 0.02 1.76 -6.23  0.1334
H -0.10 -0.21 -7.76  0.1218
H 0.19 -2.49 -6.85  0.0866
H 0.59 -2.83 -4.40  0.1239
O 0.16 -0.47 1.47  -0.5602
As 0.22 -0.97 3.06  1.2400
C 1.93 -1.83 3.37  -0.2967
C 1.95 -3.16 3.84  -0.0737
C 3.18 -3.72 4.20  -0.0410
C 4.36 -2.99 4.04  -0.0396
C 4.33 -1.71 3.49  -0.0537
C 3.11 -1.13 3.13  -0.1204
C -0.06 0.52 4.27  -0.3219
C -1.36 0.83 4.70  -0.1196
C -1.56 1.86 5.63  -0.0514
C -0.46 2.56 6.15  -0.0384
C 0.85 2.24 5.72  -0.0446
C 1.04 1.22 4.79  -0.1021
C -1.27 -2.19 3.31  -0.3258
C -1.94 -2.73 2.21  -0.1081
C -3.03 -3.58 2.43  -0.0620
C -3.43 -3.89 3.73  -0.0395
C -2.74 -3.36 4.83  -0.0401
C -1.65 -2.50 4.62  -0.0998
H 1.01 -3.70 3.94  0.1052
H 3.20 -4.73 4.61  0.1229
H 5.32 -3.43 4.33  0.1235
H 5.25 -1.14 3.34  0.1152
H 3.07 -0.13 2.68  0.0713
H -2.21 0.26 4.32  0.1059
H -2.58 2.10 5.95  0.1233
H -0.61 3.35 6.90  0.1257
H 1.71 2.78 6.13  0.1213
H 2.06 0.93 4.47  0.0965
H -1.60 -2.48 1.20  0.0874
H -3.56 -4.00 1.57  0.1116
H -4.28 -4.55 3.90  0.1221
H -3.04 -3.59 5.85  0.1254
H -1.11 -2.07 5.46  0.1189

This record from the OMol25 dataset describes a structure of composition C35H52AsOP3Tl. The level of theory is ωB97M-V with the def2-TZVPD basis set.

The value obtained for the HOMO-LUMO gap (alpha / beta) is 3.5 / 3.5 eV. The energy above the lowest of the compared OMol25 structures with the same formula, charge and spin is 0.0 kcal per mole. The HOMO energy (alpha / beta) is -14.5 / -14.5 eV. As for the charge: +3. The calculation puts the calculated total energy at -4871.39920 Ha.

Last column: Löwdin charge in e.
CARTESIAN COORDINATES (ANGSTROEM)
Tl 0.88 0.59 0.03  0.6019
P 2.99 1.89 -0.29  0.6471
P -0.99 2.78 1.00  0.7706
P 0.83 -1.54 -1.68  0.7338
H -2.81 1.87 -2.37  0.0528
C -2.78 0.78 -2.37  -0.0810
C -3.64 0.05 -1.64  -0.0620
H -4.42 0.51 -1.03  0.0610
C 2.87 2.84 -1.82  -0.2009
C 3.31 3.02 1.06  -0.2133
C 4.36 0.73 -0.43  -0.2138
C -2.82 2.70 1.06  -0.2267
C -0.63 3.47 2.65  -0.2400
C -0.77 4.28 -0.05  -0.2569
C -0.61 -2.51 -2.21  -0.2047
C 2.09 -2.80 -1.23  -0.2128
C 1.46 -0.93 -3.28  -0.2716
H -2.02 0.32 -3.01  0.0366
H -3.53 -1.05 -1.57  0.0572
H 3.79 3.44 -1.87  0.0938
H 1.99 3.50 -1.81  0.0689
H 2.81 2.17 -2.70  0.0337
H 4.32 3.40 0.87  0.0854
H 3.28 2.48 2.02  0.0757
H 2.58 3.84 1.06  0.0633
H 5.26 1.34 -0.34  0.0836
H 4.34 0.21 -1.40  0.0676
H 4.32 -0.01 0.39  0.0738
H -3.25 3.71 1.11  0.0824
H -3.14 2.13 1.94  0.0545
H -3.20 2.19 0.16  0.0189
H -1.02 4.50 2.76  0.0799
H 0.45 3.48 2.83  0.0428
H -1.08 2.85 3.44  0.0388
H -1.33 5.13 0.37  0.0755
H -1.14 4.06 -1.06  0.0545
H 0.30 4.54 -0.11  0.0315
H -0.36 -3.08 -3.11  0.0873
H -1.45 -1.83 -2.43  0.0318
H -0.91 -3.20 -1.41  0.0573
H 2.18 -3.55 -2.03  0.0875
H 1.81 -3.30 -0.29  0.0370
H 3.07 -2.32 -1.08  0.0536
H 1.56 -1.77 -3.98  0.0840
H 2.42 -0.42 -3.19  0.0420
H 0.73 -0.21 -3.69  0.0534
C 2.59 1.59 -5.99  -0.3087
C 2.93 2.58 -6.93  -0.0156
C 2.20 2.63 -8.13  -0.0571
C 1.17 1.71 -8.38  -0.0710
C 0.91 0.68 -7.47  -0.0658
C 1.68 0.57 -6.30  -0.0393
O 3.05 1.57 -4.70  -0.0338
H 3.68 2.29 -4.53  0.1081
H 3.73 3.30 -6.72  0.1195
H 2.42 3.40 -8.88  0.1205
H 0.58 1.78 -9.29  0.1149
H 0.12 -0.06 -7.64  0.1120
H 1.56 -0.24 -5.60  0.0658
C -5.27 -3.56 2.55  -0.0408
C -5.14 -2.31 1.91  -0.0630
C -3.91 -1.65 1.89  -0.1405
C -2.79 -2.27 2.49  -0.4122
C -2.92 -3.48 3.16  -0.0804
C -4.16 -4.13 3.18  -0.0402
As -1.08 -1.33 2.30  1.3131
C -1.13 -0.32 4.01  -0.3910
C 0.04 0.34 4.43  -0.1705
C 0.00 1.18 5.55  -0.0798
C -1.20 1.37 6.25  -0.0522
C -2.37 0.74 5.81  -0.0433
C -2.34 -0.08 4.67  -0.0859
C 0.02 -2.89 2.77  -0.4290
C 0.84 -2.91 3.91  -0.0885
C 1.78 -3.94 4.06  -0.0467
C 1.88 -4.95 3.09  -0.0533
C 1.00 -4.97 2.01  -0.0745
C 0.06 -3.95 1.85  -0.1572
H -6.23 -4.07 2.55  0.1228
H -6.00 -1.85 1.44  0.1158
H -3.80 -0.68 1.39  0.0776
H -2.06 -3.94 3.65  0.1095
H -4.26 -5.08 3.70  0.1209
H 0.98 0.21 3.88  0.0910
H 0.91 1.68 5.89  0.1172
H -1.22 2.00 7.13  0.1218
H -3.31 0.89 6.33  0.1230
H -3.26 -0.55 4.30  0.1004
H 0.75 -2.12 4.66  0.0946
H 2.42 -3.95 4.94  0.1205
H 2.64 -5.73 3.20  0.1213
H 1.05 -5.79 1.28  0.1171
H -0.65 -3.98 1.02  0.0969

This record from the OMol25 dataset describes a structure of composition C35H52AuNOP. The level of theory is ωB97M-V with the def2-TZVPD basis set.

The value obtained for the HOMO-LUMO gap is 8.7 eV. The energy above the lowest of the compared OMol25 structures with the same formula, charge and spin is 6.6 kcal per mole. The HOMO energy is -10.9 eV. As for the charge: +1. The calculation puts the calculated total energy at -1971.78859 Ha.

Last column: Löwdin charge in e.
CARTESIAN COORDINATES (ANGSTROEM)
Au 0.36 0.00 -1.22  0.8106
C -2.23 5.09 0.97  -0.0549
C -2.11 4.00 -0.11  -0.3804
C -1.36 4.54 -1.33  -0.0580
C -1.47 2.76 0.48  -0.1929
C -0.11 2.73 0.77  0.0132
C 0.48 1.61 1.36  -0.1713
C 1.92 1.70 1.82  -0.3742
C 1.97 2.41 3.18  -0.0358
C 2.86 2.40 0.83  -0.0732
C -0.31 0.48 1.63  -0.1452
C -1.68 0.51 1.38  -0.1490
C -2.23 1.66 0.81  -0.0072
C -2.61 -0.62 1.79  -0.3650
C -3.33 -0.28 3.10  -0.0399
C -3.65 -0.96 0.72  -0.0712
C 0.32 -0.72 2.29  -0.1873
C 0.23 -0.76 3.68  -0.0255
C 0.77 -1.80 4.43  -0.0410
C 1.42 -2.83 3.78  -0.0524
C 1.52 -2.81 2.40  -0.0950
C 0.99 -1.77 1.63  -0.2742
P 1.21 -1.84 -0.18  1.0233
C 0.21 -3.31 -0.76  -0.6746
C 0.47 -4.61 0.01  -0.0765
C 0.45 -3.53 -2.25  -0.0929
C -1.26 -2.94 -0.54  -0.1068
C 3.04 -2.06 -0.55  -0.6650
C 3.29 -1.59 -1.99  -0.1089
C 3.82 -1.12 0.38  -0.0812
C 3.60 -3.48 -0.42  -0.0782
H -2.72 5.98 0.56  0.0825
H -1.25 5.38 1.33  0.0824
H -2.82 4.75 1.82  0.0839
H -3.12 3.73 -0.42  0.1311
H -0.41 4.98 -1.04  0.0794
H -1.95 5.32 -1.82  0.0836
H -1.16 3.75 -2.06  0.0615
H 0.50 3.60 0.56  0.1191
H 2.29 0.68 1.98  0.1071
H 1.57 3.42 3.10  0.0879
H 3.00 2.48 3.55  0.0871
H 1.38 1.87 3.93  0.0722
H 2.68 3.48 0.81  0.0799
H 2.72 2.01 -0.18  0.0584
H 3.90 2.25 1.13  0.0875
H -3.30 1.70 0.63  0.1209
H -2.01 -1.51 1.97  0.1102
H -3.98 0.59 2.95  0.0872
H -2.63 -0.03 3.90  0.0713
H -3.95 -1.11 3.43  0.0866
H -4.38 -0.16 0.59  0.0816
H -4.21 -1.86 1.00  0.0938
H -3.19 -1.15 -0.25  0.0369
H -0.27 0.05 4.19  0.1190
H 0.68 -1.79 5.51  0.1149
H 1.85 -3.66 4.34  0.1134
H 2.03 -3.62 1.91  0.0827
H 1.51 -4.93 -0.02  0.0643
H -0.13 -5.40 -0.44  0.0965
H 0.17 -4.53 1.06  0.0788
H 1.43 -3.98 -2.45  0.0698
H 0.37 -2.60 -2.82  0.0631
H -0.30 -4.22 -2.63  0.0938
H -1.47 -2.71 0.51  0.0656
H -1.88 -3.79 -0.83  0.1030
H -1.55 -2.08 -1.15  0.0462
H 2.93 -0.57 -2.15  0.0437
H 2.81 -2.24 -2.73  0.0678
H 4.36 -1.61 -2.19  0.0929
H 3.46 -0.09 0.29  0.0498
H 4.87 -1.13 0.09  0.0984
H 3.75 -1.42 1.43  0.0851
H 3.14 -4.17 -1.12  0.0684
H 3.52 -3.89 0.59  0.0713
H 4.67 -3.44 -0.66  0.0955
O 1.30 1.80 -2.88  -0.1315
C 0.61 1.64 -4.10  -0.1870
C -0.83 1.28 -3.82  -0.2584
C -1.77 1.40 -4.83  -0.0048
C -3.09 1.11 -4.56  -0.0305
C -3.45 0.72 -3.28  -0.0273
C -2.46 0.62 -2.32  -0.1153
N -1.17 0.88 -2.59  0.0053
H 2.17 2.18 -3.03  0.1057
H 1.06 0.85 -4.71  0.1352
H 0.63 2.56 -4.68  0.1338
H -1.46 1.73 -5.81  0.1269
H -3.84 1.19 -5.34  0.1198
H -4.47 0.50 -3.01  0.1168
H -2.68 0.33 -1.31  0.0660

Number 2 is which compound?
C35H52AsOP3Tl

Which value of calculated total energy does entry 3 give?
-1971.78859 Ha